The following is a quantum chemistry calculation of a cluster of 6 separate species, C52H68Cl2FN4O15PS3 in total, from the OMol25 dataset.

Geometry (Å):
C (10.758, 1.499, -0.088)
C (9.545, 0.899, -1.014)
C (8.160, 0.553, -0.147)
Cl (8.202, -1.197, 0.539)
C (6.779, 0.880, -0.979)
C (5.715, 2.064, -0.480)
F (6.056, 2.797, 0.767)
C (4.339, 2.450, -1.316)
C (3.925, 1.672, -2.737)
C (4.952, 0.497, -3.236)
C (4.679, -0.334, -4.623)
C (4.437, -1.967, -4.362)
C (2.848, -2.403, -4.493)
N (2.516, -3.170, -3.216)
C (2.323, -4.649, -3.474)
C (2.889, -5.559, -2.207)
C (4.488, -5.858, -1.937)
C (4.959, -6.743, -0.613)
C (3.864, -7.384, 0.446)
C (2.267, -7.106, 0.194)
C (1.806, -6.209, -1.132)
O (0.329, -6.027, -1.292)
C (6.344, 0.104, -2.395)
S (7.572, -1.218, -2.984)
C (2.560, 2.169, -3.504)
O (2.355, 2.193, -4.824)
C (1.345, 2.747, -2.510)
C (1.750, 3.501, -1.075)
C (0.656, 4.112, -0.015)
N (1.024, 4.810, 1.291)
C (0.358, 4.046, 2.254)
S (0.041, 3.070, 3.643)
C (-0.960, 4.027, -0.362)
C (-1.390, 3.313, -1.811)
C (-3.020, 3.302, -2.123)
C (-3.765, 1.895, -1.729)
S (-5.395, 2.362, -0.849)
C (-6.168, 0.806, -0.145)
N (-5.141, -0.168, 0.393)
N (-5.877, -1.227, 0.908)
C (-7.373, -0.933, 0.678)
O (-7.580, 0.371, -0.025)
C (-0.255, 2.664, -2.853)
P (-0.922, 1.833, -4.439)
O (-0.072, 0.308, -4.579)
Cl (-0.503, 3.101, -6.145)
C (3.370, 3.651, -0.684)
O (3.848, 4.681, 0.046)
H (11.828, 1.143, -0.438)
H (10.598, 1.110, 1.008)
H (10.739, 2.686, -0.173)
H (9.276, 1.589, -1.948)
H (9.956, -0.109, -1.492)
H (8.155, 1.275, 0.798)
H (3.858, 0.118, -5.323)
H (5.697, -0.285, -5.244)
H (4.990, -2.513, -5.266)
H (4.945, -2.355, -3.382)
H (2.232, -1.417, -4.635)
H (2.650, -3.083, -5.441)
H (1.629, -2.724, -2.832)
H (2.804, -5.042, -4.472)
H (1.153, -4.881, -3.531)
H (5.290, -5.433, -2.682)
H (6.102, -6.957, -0.440)
H (4.157, -8.045, 1.393)
H (1.438, -7.511, 0.935)
H (-0.077, -6.807, -0.796)
H (7.516, -2.355, -2.118)
H (-1.750, 4.461, 0.395)
H (-3.210, 3.526, -3.271)
H (-3.601, 4.164, -1.536)
H (-3.098, 1.166, -1.072)
H (-4.116, 1.393, -2.749)
H (-8.272, -1.620, 1.008)
H (-0.653, -0.238, -5.218)
O (8.148, -8.498, 2.086)
C (8.741, -7.423, 2.041)
O (8.331, -6.456, 1.186)
C (8.841, -5.110, 1.169)
C (10.125, -5.029, 0.368)
C (9.973, -7.192, 2.862)
H (8.951, -4.720, 2.185)
H (8.076, -4.495, 0.684)
H (10.915, -5.645, 0.803)
H (10.482, -3.995, 0.315)
H (9.963, -5.397, -0.652)
H (10.830, -7.653, 2.361)
H (9.829, -7.660, 3.840)
H (10.187, -6.142, 3.056)
O (6.095, -2.640, 5.134)
C (5.592, -1.718, 4.495)
O (6.271, -0.560, 4.324)
C (5.854, 0.513, 3.459)
C (4.851, 1.409, 4.157)
C (4.193, -1.824, 3.968)
H (5.485, 0.126, 2.506)
H (6.754, 1.093, 3.230)
H (3.940, 0.868, 4.426)
H (4.574, 2.251, 3.515)
H (5.271, 1.801, 5.090)
H (3.488, -1.611, 4.777)
H (4.035, -2.846, 3.610)
H (3.986, -1.170, 3.122)
O (0.388, -1.485, -1.700)
C (-0.170, -1.787, -0.646)
O (-0.780, -0.833, 0.097)
C (-1.602, -1.097, 1.249)
C (-0.751, -1.273, 2.491)
C (-0.116, -3.191, -0.125)
H (-2.268, -1.944, 1.069)
H (-2.245, -0.219, 1.377)
H (-0.075, -2.126, 2.402)
H (-1.382, -1.422, 3.372)
H (-0.123, -0.389, 2.653)
H (0.846, -3.352, 0.372)
H (-0.206, -3.878, -0.971)
H (-0.926, -3.442, 0.558)
O (-7.506, 3.448, 0.382)
C (-8.723, 3.546, 0.240)
O (-9.290, 4.762, 0.060)
C (-10.672, 4.977, -0.282)
C (-11.546, 4.946, 0.955)
C (-9.607, 2.340, 0.346)
H (-10.999, 4.270, -1.049)
H (-10.727, 5.972, -0.736)
H (-11.508, 3.976, 1.456)
H (-12.588, 5.160, 0.697)
H (-11.204, 5.691, 1.684)
H (-9.777, 2.113, 1.403)
H (-9.099, 1.496, -0.129)
H (-10.564, 2.445, -0.162)
O (-13.861, 6.367, 1.099)
C (-14.957, 6.552, 1.625)
O (-15.245, 5.973, 2.815)
C (-16.420, 6.254, 3.597)
C (-17.599, 5.434, 3.112)
C (-16.018, 7.345, 0.927)
H (-16.630, 7.326, 3.618)
H (-16.183, 5.966, 4.627)
H (-17.862, 5.672, 2.078)
H (-18.477, 5.613, 3.741)
H (-17.359, 4.365, 3.138)
H (-16.513, 6.709, 0.187)
H (-15.542, 8.189, 0.420)
H (-16.764, 7.774, 1.596)

Forces on atoms 1 to 2 (eV/Å):
-0.34 0.42 -0.20
0.43 -1.14 -0.84

F_max ... 8.8 eV Å⁻¹
Frontier orbital gap ... 5.9 eV
Net charge ... 0

Atom charges from the Mulliken analysis, given in e for atoms 1 to 99: -0.93 -0.25 -0.45 -0.06 0.09 -0.12 -0.39 -0.07 0.32 0.04 -0.94 -0.21 0.12 -0.03 -0.52 0.20 -0.36 -0.38 -0.51 -0.44 0.49 -0.50 0.31 -0.14 0.44 -0.51 0.61 -0.02 0.20 -0.35 0.18 -0.12 -0.61 0.29 -0.93 -0.06 0.11 0.08 0.14 -0.49 -0.10 -0.17 -0.07 0.26 -0.34 -0.29 -0.05 -0.51 0.30 0.25 0.25 0.31 0.25 0.36 0.43 0.33 0.20 0.19 -0.17 0.31 -0.03 0.39 0.22 0.29 0.33 0.31 0.17 0.31 0.16 0.30 0.30 0.48 0.01 0.31 0.33 0.30 -0.59 0.79 -0.31 -0.31 -1.00 -1.01 0.34 0.24 0.31 0.33 0.32 0.26 0.30 0.33 -0.60 0.71 -0.39 -0.09 -1.01 -0.82 0.31 0.15 0.26

=====

The following is a quantum chemistry calculation of a cluster of 6 separate species, C52H68FN8O16P2S3 in total, from the OMol25 dataset.

Geometry (Å):
C (3.504, -3.419, -2.187)
C (2.643, -2.819, -3.046)
C (1.995, -1.481, -2.719)
O (2.812, -0.881, -1.721)
C (2.464, 0.431, -1.343)
C (2.936, 1.496, -2.379)
C (4.072, 1.008, -3.299)
N (3.674, 0.667, -4.665)
C (3.356, 0.735, -0.108)
C (3.366, -0.245, 1.051)
O (4.033, -1.483, 0.809)
C (5.373, -1.376, 0.682)
O (5.990, -0.353, 0.897)
C (6.051, -2.657, 0.278)
C (5.676, -3.809, 1.224)
C (0.946, 0.483, -0.912)
P (0.530, 2.215, -0.340)
S (-1.325, 2.699, 0.010)
N (-0.023, -0.210, -1.816)
C (-1.405, -0.415, -1.167)
C (-1.526, -0.622, 0.339)
N (-2.167, -1.930, 0.605)
C (-2.091, -2.281, 2.036)
C (-1.728, -3.778, 2.237)
C (-3.564, -1.908, 0.217)
C (-4.525, -0.876, 0.771)
O (-3.966, -2.750, -0.574)
P (-0.549, 0.945, -3.240)
S (0.438, 1.073, -4.853)
C (0.495, -1.578, -2.289)
C (0.311, -2.702, -1.264)
C (0.986, -2.637, 0.103)
F (1.451, -3.916, 0.409)
S (-0.375, -2.225, -3.809)
C (-0.661, -4.001, -3.674)
O (0.452, -2.086, -4.972)
O (-1.693, -1.658, -3.977)
H (4.513, -3.658, -2.506)
H (3.243, -3.725, -1.179)
H (2.364, -3.273, -3.987)
H (2.116, -0.924, -3.649)
H (2.129, 1.978, -2.921)
H (3.391, 2.323, -1.835)
H (4.619, 0.172, -2.868)
H (4.795, 1.816, -3.376)
H (4.221, 1.162, -5.350)
H (3.741, -0.325, -4.827)
H (4.358, 0.763, -0.527)
H (3.181, 1.733, 0.278)
H (3.862, 0.235, 1.892)
H (2.379, -0.503, 1.429)
H (5.851, -2.908, -0.759)
H (7.116, -2.477, 0.366)
H (6.166, -3.703, 2.186)
H (4.602, -3.799, 1.384)
H (5.964, -4.765, 0.801)
H (1.027, -0.047, 0.032)
H (1.265, 2.367, 0.842)
H (1.074, 3.172, -1.208)
H (-2.055, 0.420, -1.404)
H (-1.895, -1.251, -1.654)
H (-2.169, 0.147, 0.764)
H (-0.636, -0.593, 0.957)
H (-1.357, -1.702, 2.586)
H (-3.033, -2.137, 2.559)
H (-2.446, -4.235, 2.912)
H (-0.780, -3.847, 2.763)
H (-1.698, -4.304, 1.292)
H (-4.510, -0.023, 0.091)
H (-4.273, -0.540, 1.770)
H (-5.527, -1.277, 0.711)
H (-0.679, 2.200, -2.622)
H (-1.873, 0.584, -3.507)
H (0.714, -3.632, -1.648)
H (-0.743, -2.933, -1.105)
H (1.869, -2.012, 0.087)
H (0.313, -2.398, 0.918)
H (-1.386, -4.142, -2.878)
H (-1.162, -4.243, -4.602)
H (0.253, -4.555, -3.505)
C (-3.593, -4.254, 7.680)
C (-4.088, -3.745, 6.486)
C (-3.425, -2.712, 5.846)
C (-2.269, -2.205, 6.413)
C (-1.766, -2.695, 7.604)
C (-2.437, -3.727, 8.239)
N (-1.548, -1.127, 5.727)
O (-2.015, -0.702, 4.683)
O (-0.523, -0.721, 6.225)
H (-4.109, -5.064, 8.174)
H (-4.990, -4.156, 6.054)
H (-3.809, -2.313, 4.919)
H (-0.865, -2.286, 8.035)
H (-2.056, -4.124, 9.169)
C (1.380, 5.719, -7.782)
C (1.917, 5.201, -8.954)
C (3.003, 4.342, -8.901)
C (3.532, 4.014, -7.666)
C (3.014, 4.524, -6.491)
C (1.931, 5.382, -6.553)
N (4.668, 3.086, -7.593)
O (5.113, 2.645, -8.624)
O (5.095, 2.814, -6.483)
H (0.529, 6.386, -7.828)
H (1.488, 5.465, -9.910)
H (3.423, 3.937, -9.809)
H (3.435, 4.261, -5.532)
H (1.514, 5.786, -5.640)
C (7.772, 8.160, -5.121)
C (7.435, 8.945, -4.026)
C (6.278, 8.680, -3.311)
C (5.477, 7.625, -3.705)
C (5.794, 6.838, -4.797)
C (6.950, 7.110, -5.508)
N (4.262, 7.328, -2.932)
O (4.001, 8.044, -1.994)
O (3.585, 6.374, -3.275)
H (8.679, 8.367, -5.673)
H (8.075, 9.763, -3.727)
H (6.014, 9.288, -2.460)
H (5.155, 6.020, -5.095)
H (7.213, 6.501, -6.362)
C (-4.367, 4.185, 1.437)
C (-5.265, 5.028, 0.798)
C (-5.931, 6.006, 1.519)
C (-5.681, 6.124, 2.873)
C (-4.795, 5.290, 3.526)
C (-4.135, 4.312, 2.800)
N (-6.369, 7.177, 3.638)
O (-7.155, 7.880, 3.041)
O (-6.106, 7.275, 4.816)
H (-3.844, 3.424, 0.872)
H (-5.446, 4.927, -0.263)
H (-6.631, 6.665, 1.027)
H (-4.616, 5.395, 4.586)
H (-3.436, 3.652, 3.296)
C (-9.189, -8.193, 7.697)
C (-8.598, -8.504, 8.914)
C (-7.224, -8.416, 9.061)
C (-6.461, -8.012, 7.981)
C (-7.031, -7.705, 6.760)
C (-8.406, -7.798, 6.620)
N (-5.004, -7.897, 8.141)
O (-4.530, -8.190, 9.216)
O (-4.358, -7.507, 7.188)
H (-10.263, -8.259, 7.586)
H (-9.209, -8.813, 9.750)
H (-6.761, -8.657, 10.006)
H (-6.419, -7.398, 5.926)
H (-8.867, -7.561, 5.672)

Forces on atoms 1 to 2 (eV/Å):
-0.17 -0.16 -0.35
-0.10 -0.13 0.61

F_max ... 3.3 eV Å⁻¹
Frontier orbital gap ... 8.5 eV
Net charge ... +1

Atom charges from the Mulliken analysis, given in e for atoms 1 to 99: -1.12 -1.13 -0.59 0.31 1.59 -0.98 -1.36 -0.19 -1.69 -1.49 -0.15 0.74 -0.60 -0.25 -1.13 0.31 -0.08 -0.24 0.92 -1.78 -1.62 0.63 -0.38 -1.52 0.58 -1.40 -0.58 0.17 -0.14 0.93 -2.39 0.40 -0.52 1.89 -1.08 -0.63 -0.70 0.29 0.22 0.78 0.52 0.49 0.46 0.03 0.61 0.26 0.20 0.92 0.65 0.65 0.35 0.01 0.38 0.36 0.23 0.36 -0.85 0.18 0.12 1.12 0.84 0.82 0.38 0.39 0.56 0.36 0.37 0.29 0.30 0.37 0.44 0.16 0.24 1.35 0.97 -0.46 -0.61 0.34 0.50 0.31 -0.20 -0.65 0.01 -0.03 -0.44 -0.62 1.07 -0.60 -0.61 0.33 0.42 0.45 0.47 0.40 -0.52 -0.49 -0.44 -0.10 0.09